{"formula": "C3H10NS", "method": "wB97M-V/def2-TZVPD", "gap_ev": 5.8, "charge": -1, "homo_ev": -2.2, "symbols": ["C", "S", "H", "H", "H", "C", "C", "N", "H", "H", "H", "H", "H", "H", "H"], "positions_angstrom": [[-4.322, -0.684, -0.695], [-2.521, -0.784, -0.820], [-4.703, -1.227, 0.175], [-4.661, 0.358, -0.571], [-4.867, -0.996, -1.580], [3.122, 0.619, 0.887], [2.085, 0.465, -0.215], [1.013, -0.458, 0.230], [2.723, 1.322, 1.620], [3.099, -0.345, 1.401], [4.107, 0.722, 0.455], [1.607, 1.388, -0.561], [2.505, 0.002, -1.111], [0.604, -0.157, 1.113], [0.207, -0.224, -0.328]], "forces_ev_per_a": [[-0.37, 0.89, 0.37], [0.33, -0.10, -0.11], [-0.05, -0.13, -0.11], [0.16, -0.08, 0.17], [0.04, -0.51, -0.29], [-1.16, -1.00, -0.28], [-0.99, -0.61, -0.07], [-0.12, 0.52, 0.13], [0.79, 0.46, -0.07], [0.25, -0.07, 0.02], [0.32, 0.80, 0.42], [0.50, 0.39, 0.20], [0.26, 0.01, 0.04], [0.58, 0.02, 0.37], [-0.55, -0.59, -0.78]], "lowdin_charge": [-0.795, -0.013, -0.026, -0.025, -0.030, -0.124, -0.361, -0.026, 0.066, 0.062, 0.055, 0.096, 0.093, 0.055, -0.027]}

---

{"formula": "C6H10O", "method": "wB97M-V/def2-TZVPD", "gap_ev": 9.7, "smiles": "C[C@H]1CCC=CO1", "charge": 0, "homo_ev": -8.5, "symbols": ["C", "C", "C", "C", "C", "C", "O", "H", "H", "H", "H", "H", "H", "H", "H", "H", "H"], "positions_angstrom": [[-2.255, 0.239, 0.287], [-0.752, 0.173, 0.483], [-0.106, -1.035, -0.194], [1.436, -0.940, -0.181], [1.936, 0.432, 0.183], [1.133, 1.490, 0.095], [-0.220, 1.397, -0.034], [-2.739, -0.639, 0.728], [-2.495, 0.271, -0.781], [-2.661, 1.138, 0.760], [-0.505, 0.149, 1.557], [-0.476, -1.090, -1.225], [-0.451, -1.945, 0.315], [1.891, -1.729, 0.430], [1.810, -1.082, -1.201], [3.004, 0.568, 0.322], [1.474, 2.521, 0.098]], "forces_ev_per_a": [[-0.01, -0.02, 0.00], [-0.07, -0.17, 0.03], [-0.04, 0.04, -0.03], [0.02, -0.03, -0.02], [-0.09, 0.12, -0.14], [0.24, -0.01, 0.09], [0.04, 0.04, -0.02], [0.08, 0.11, -0.06], [0.04, -0.01, 0.15], [0.06, -0.14, -0.06], [-0.02, 0.00, -0.13], [0.05, 0.04, 0.13], [0.08, 0.18, -0.10], [-0.10, 0.20, -0.01], [-0.06, -0.34, 0.07], [-0.19, 0.11, -0.06], [-0.04, -0.13, 0.15]], "lowdin_charge": [-0.042, -0.398, -0.140, -0.182, -0.097, -0.156, -0.065, 0.084, 0.086, 0.083, 0.155, 0.118, 0.118, 0.105, 0.110, 0.100, 0.119]}

---

{"formula": "C4H5O2", "method": "wB97M-V/def2-TZVPD", "gap_ev": [5.5, 5.5], "charge": -1, "homo_ev": [-2.4, -2.4], "symbols": ["O", "C", "C", "C", "H", "C", "O", "H", "H", "H", "H"], "positions_angstrom": [[-3.024, 0.139, -0.173], [-2.022, 0.376, 0.633], [-1.138, 1.457, 0.499], [-0.116, 0.696, 0.325], [-3.162, 0.837, -0.838], [1.285, 0.269, 0.170], [1.538, -0.470, -0.980], [1.544, -0.302, 1.084], [1.907, 1.181, 0.193], [1.573, -1.463, -0.707], [1.614, -2.721, -0.207]], "forces_ev_per_a": [[-0.23, 0.40, -0.41], [-0.55, -1.05, 2.15], [1.16, -2.13, -1.03], [-0.08, 3.45, -0.44], [0.18, 0.33, -0.49], [-0.08, -1.53, -0.02], [-0.03, 1.33, 0.01], [0.05, -0.06, -0.19], [-0.52, 0.09, 0.06], [0.06, -1.11, 0.36], [0.04, 0.27, -0.01]], "lowdin_charge": [-0.006, -0.296, -0.015, 0.021, 0.087, -0.367, -0.299, 0.094, 0.126, -0.208, -0.136]}

---

So what do the calculations give for DFT total energy? Going down the list: -573.24042; -309.83289; -305.63291 hartree.
So what do the calculations give for ΔE to the lowest compared entry with this formula, charge and spin? Going down the list: 26.2; 5.9; 158.2 kcal per mole.